Entry from the Open Molecules 2025 dataset: a molecular structure, C22H41AlBBeCl10F8O6P (ωB97M-V/def2-TZVPD).

CARTESIAN COORDINATES (ANGSTROEM)
C -0.0783 3.6933 0.5884
C -1.2732 2.7408 0.3003
B -1.2476 2.2650 -1.1591
O -0.9011 2.9138 -2.2920
P -1.9565 0.1728 -1.4201
C -0.3218 -0.3384 -0.5549
C -3.4470 1.2277 -2.2579
C -4.3919 1.6320 -1.1704
C -5.4484 2.5869 -1.5995
O -4.2137 2.9291 -0.7246
C -2.7641 -1.4922 -1.7772
Cl -2.5020 -2.0373 -3.4090
C -3.4714 -2.2342 -0.9154
C -3.7676 -1.9529 0.5206
Cl -4.1266 -3.7482 -1.4442
H -0.4373 4.3664 1.3622
H 0.2076 4.2788 -0.2859
H 0.7837 3.1391 0.9475
H -2.2163 3.2850 0.4413
H -1.2300 1.9146 1.0081
H -1.5052 3.7311 -2.3849
H -1.2996 0.1659 -2.7109
H -2.6076 0.3518 -0.1543
H 0.5444 -0.1409 -1.1904
H -0.1940 0.1867 0.3918
H -0.3897 -1.4084 -0.3485
H -3.0903 2.1449 -2.7144
H -3.9712 0.5580 -2.9418
H -4.7007 0.8743 -0.4532
H -5.2799 3.2505 -2.4356
H -6.1887 2.8280 -0.8562
H -4.8078 -2.2171 0.7183
H -3.1844 -2.6296 1.1514
H -3.6129 -0.9370 0.8622
C 2.5197 -3.9862 -2.5957
C 2.3672 -3.8730 -1.0811
C 2.9827 -2.5116 -0.7942
O 2.7548 -1.7196 -1.9660
C 2.2974 -2.5400 -3.0326
H 1.8233 -4.6877 -3.0768
H 3.5287 -4.3174 -2.8357
H 1.2825 -3.8447 -0.8154
H 2.8221 -4.6889 -0.5238
H 4.0582 -2.6065 -0.6312
H 2.5436 -2.0107 0.0678
H 1.2208 -2.3252 -3.1955
H 2.8285 -2.2869 -3.9491
Al -0.3789 -4.0252 -1.8649
O -7.5070 0.7267 -0.1789
H -8.3358 0.5046 -0.6192
H -7.7637 0.8963 0.7343
C 3.7214 0.7239 -4.4941
Cl 4.1191 2.4208 -4.2101
Cl 3.0665 0.4562 -6.1161
H 4.6281 0.1400 -4.3842
H 2.9806 0.4137 -3.7660
C 1.7476 1.9628 4.9480
C 0.6286 1.5214 4.0629
O 0.9554 1.3036 2.7830
H 2.0874 2.9307 4.5783
H 1.4145 2.0622 5.9787
H 2.5757 1.2672 4.9124
H -0.3114 2.1752 4.1056
H 0.1613 0.1817 4.5909
H 1.7362 0.7068 2.6359
Cl -0.5717 3.9405 3.8703
C -9.2095 2.0388 -3.5399
Cl -10.0229 0.5636 -2.9985
Cl -7.7573 1.6013 -4.4599
Cl -10.2905 2.9767 -4.5546
Cl -8.7324 2.9835 -2.1239
C 5.2501 0.0600 3.0434
C 6.4643 -0.7475 3.5257
C 7.2603 -1.5336 2.4777
F 6.4738 -2.4447 1.8601
F 8.2566 -2.1857 3.0972
F 6.0833 -1.5545 4.5356
F 7.3306 0.1660 4.0351
O 3.9542 -0.5466 3.1954
C 3.4555 -1.3959 2.2661
C 3.2669 -2.8300 2.7830
F 4.4168 -3.3235 3.2400
F 2.8405 -3.5883 1.7393
F 4.1582 -1.3520 1.1306
F 2.1712 -0.9511 1.9442
H 5.2158 0.9216 3.7056
H 5.3954 0.4589 2.0400
H 7.6877 -0.8586 1.7309
H 2.5177 -2.8502 3.5787
Cl -0.3698 -0.8533 5.3000
Be -0.4044 4.0949 -3.9559

Output
Energy above the lowest of the compared OMol25 structures with the same formula, charge and spin (eV): 0.0000
Orbital gap (eV): 4.3182
HOMO level (eV): -12.6
Total charge: +2
LUMO (eV): -8.24